Computed, not measured: 6 unconnected molecules or ions with the total composition C38H62Br2INO13S5, with the ωB97M-V functional and the def2-TZVPD basis.

Output
E_HOMO = -0.3403 Eh
HOMO-LUMO gap = 8.704 eV
E_tot = -9954.6035 a.u.

```
! wB97M-V def2-TZVPD RIJCOSX def2/J DEFGRID3
* xyz 0 1
C -1.367 2.851 -1.371
C 0.015 -8.569 3.030
O 0.971 8.431 -5.727
S 2.571 -4.670 4.059
H -1.654 -10.693 1.399
C -7.197 0.603 -2.257
H 2.724 4.912 1.062
H -0.048 -2.944 5.281
Br 4.685 5.276 -1.061
H 2.399 5.755 -1.796
O -7.033 4.181 -3.330
H -2.452 -3.852 2.571
H 1.116 5.104 0.366
O -2.436 -7.606 2.801
H -6.873 3.602 -0.736
H -5.450 2.534 -0.817
N -1.180 1.906 0.693
C -1.633 0.639 2.636
H 6.023 0.595 0.196
H 8.656 -1.696 -2.199
H 7.379 0.587 -2.190
S -1.753 -8.870 2.897
C -1.597 -3.630 3.208
C -6.456 2.709 -1.194
C 7.634 -1.558 -1.851
H -0.399 10.140 -8.281
H 1.546 -8.593 1.488
H -1.467 7.559 -4.890
C -7.355 1.480 -1.007
H -0.123 -9.646 -0.229
H 4.115 -5.248 5.751
H 0.930 -10.184 1.920
C 0.645 -9.142 1.756
H -0.787 0.793 3.306
H 0.168 -7.493 3.100
H 5.208 0.080 -1.300
C -2.251 -0.746 2.877
H 7.154 -3.500 -0.931
C -2.096 9.601 -5.412
H -1.109 -4.274 5.779
C 3.501 -3.320 3.331
H 8.101 -2.394 0.101
C -1.839 3.144 -2.640
C -0.036 3.013 -0.977
O 1.765 -4.167 5.144
C 5.150 -5.082 3.843
H -2.351 1.436 2.816
H -2.359 7.699 -6.428
H -6.907 1.138 -4.373
C 2.382 3.671 -1.661
C -1.700 -9.612 1.267
H -4.131 -0.042 3.660
H -1.954 11.505 -6.478
C 0.435 3.777 -3.193
C -1.649 8.185 -5.759
C -3.776 -0.620 2.805
H 0.389 -9.057 3.926
H 2.842 3.655 -2.644
O -4.968 2.753 -3.374
C -0.457 10.097 -7.197
O -1.180 0.653 1.266
C 7.384 -0.123 -1.366
C -0.902 3.613 -3.538
S -6.336 2.974 -2.966
C 3.986 -5.554 4.713
C -0.415 -9.071 0.649
O 4.693 -2.390 -0.608
H -2.312 -0.731 4.998
H -1.152 -4.565 3.534
C 2.154 5.398 0.274
I -1.373 4.110 -5.544
H -3.017 -2.965 4.738
H -0.866 -3.095 2.603
O 1.988 -5.462 3.001
H 8.182 0.174 -0.682
O -2.152 -9.864 3.861
H -1.278 -2.660 6.506
S -0.123 8.411 -6.665
H 3.130 -2.384 3.742
H -7.093 0.940 -0.099
H 2.265 6.468 0.436
H 3.800 -6.624 4.658
H -1.490 9.992 -4.591
C 6.040 -0.116 -0.627
H -0.721 -1.053 4.367
H 1.167 4.115 -3.912
C -1.050 -3.206 5.589
S 5.825 -1.774 0.033
H -3.139 9.624 -5.100
C -2.151 2.271 -0.223
H -8.397 1.795 -0.913
H -7.953 -0.179 -2.302
C -1.982 -2.795 4.440
O 0.845 2.775 1.326
O 5.930 -1.741 1.474
H 0.305 10.738 -6.758
H -0.558 -8.033 0.341
C -1.859 10.438 -6.676
C 0.046 2.578 0.469
H 3.339 -3.344 2.255
Br 3.219 2.151 -0.760
C 2.755 5.029 -1.065
H 5.102 -5.566 2.865
C 7.325 -2.461 -0.660
H -2.599 -9.340 0.718
H 6.961 -1.792 -2.679
H -4.240 -1.604 2.819
H 6.111 -5.329 4.294
H -2.605 10.177 -7.429
O -0.114 7.538 -7.811
H -2.884 2.974 -2.853
C 4.968 -3.566 3.684
C -7.305 1.550 -3.448
H -8.330 1.888 -3.598
H -1.922 -1.369 2.048
H -4.071 -0.084 1.904
H 5.213 -3.072 4.628
C -1.777 -1.289 4.223
H -6.216 0.124 -2.250
C 0.897 3.482 -1.896
O -3.333 2.156 -0.110
H 5.607 -3.136 2.911
*
```



Computed, not measured: 13 unconnected molecules or ions with the total composition C38H63BN5O18S3, with the ωB97M-V functional and the def2-TZVPD basis.

Output
E_HOMO (spin up / spin down) = -0.3554 / -0.3554 Eh
HOMO-LUMO gap (spin up / spin down) = 6.238 / 2.474 eV
E_tot = -4333.1826 a.u.
expectation value of S² = 0.76

```
! wB97M-V def2-TZVPD RIJCOSX def2/J DEFGRID3
* xyz 0 2
H 7.459 0.894 -5.472
S 2.202 0.421 2.703
C -1.559 4.304 2.272
O 1.955 -1.189 -2.812
C 0.707 -5.283 -4.933
C 5.843 0.695 -4.022
C 3.904 1.375 -5.368
C 1.797 -6.212 1.260
H -8.156 0.879 1.571
O 2.544 -0.334 1.530
O -4.299 0.645 5.442
O -0.661 -0.280 0.628
C 4.441 1.365 -3.922
H 2.945 4.146 -4.077
C -3.323 1.358 5.746
C -2.922 -4.833 -0.711
H 2.354 2.190 -2.044
H -3.083 2.196 7.794
H -1.131 3.403 1.832
H -2.644 4.291 2.169
H -1.710 1.404 7.172
O -2.228 0.889 1.833
N -1.826 -7.189 -1.047
H 3.561 -5.824 -1.578
C -6.397 1.874 2.587
H 0.483 1.780 1.457
O -5.385 4.394 2.010
O -7.866 4.122 2.589
H -1.146 4.088 3.257
H 4.256 -4.243 -2.220
C 1.225 1.914 2.244
H -6.630 -0.012 1.498
H -7.504 1.128 -0.630
H -2.145 -4.071 -0.771
H 2.427 -5.323 1.222
H -3.459 -4.854 0.238
H -3.191 0.425 7.541
C -1.899 0.107 0.922
H 6.973 2.373 -4.710
C -0.894 6.840 2.273
H -0.658 -0.585 -4.200
O 5.591 1.083 -7.553
H 6.454 0.691 -3.119
H 0.475 -0.870 -5.550
O 0.039 -2.444 -0.177
H -0.895 -3.193 2.427
O -0.579 5.386 0.367
C -0.536 -0.563 -5.283
C 1.121 -1.353 -1.940
H 1.409 5.213 -4.078
C 3.698 1.430 3.292
C 4.358 -5.082 -1.531
H 4.404 1.330 2.468
H -2.088 1.438 4.032
B -0.695 -1.200 -0.504
H 2.829 3.201 4.230
O -2.121 -1.465 -0.769
C -0.962 5.523 1.544
H 2.726 2.910 1.104
H 0.627 2.071 3.142
H 5.753 -0.318 -4.414
H 1.595 -3.727 -3.884
H 2.416 4.900 -2.631
O 5.361 3.418 -6.641
O 2.091 -3.370 -0.969
H 4.240 0.956 4.111
C 1.238 -6.243 2.710
H 0.594 -2.551 3.177
S 5.336 1.966 -6.406
H -3.731 -4.746 -1.436
C -7.073 0.984 1.516
H -1.854 2.803 5.142
H 2.991 1.957 -5.491
H -1.896 7.154 2.565
C 2.259 3.023 2.082
H 1.741 3.978 2.168
C 2.042 4.487 -3.569
H -0.697 0.472 -5.585
H 3.846 0.769 -3.230
H 2.307 -7.166 1.124
H -3.218 2.802 4.079
S -6.635 3.645 1.956
H 0.425 -3.103 -4.988
C -1.426 -1.433 -6.007
C 6.585 1.437 -5.113
C -0.832 -2.952 4.532
C -2.835 -0.651 0.058
H -5.884 1.335 -0.258
C -0.189 -6.705 2.970
H 3.760 0.354 -5.723
O 1.500 -0.248 3.813
H -0.823 -5.902 3.344
H -0.275 6.862 3.169
N -1.068 -3.375 5.600
C -2.335 -6.173 -0.917
H 4.047 3.581 3.006
C 3.236 2.900 3.264
C 1.420 2.695 -1.795
N 0.751 -6.295 -5.463
H -0.231 -3.887 -3.652
O 0.071 -0.597 -1.610
O 1.942 -5.884 3.620
C -0.495 -2.515 3.182
H -0.267 -7.585 3.608
C -6.871 1.608 0.116
C 1.163 -2.540 -0.936
O 0.350 2.799 -3.973
H 4.313 -4.788 -0.483
H -5.324 1.698 2.514
C 1.137 3.288 -3.151
H 4.566 2.393 -3.581
N 6.535 -6.522 -1.906
C -2.595 2.145 4.687
H -6.670 1.810 3.640
H 1.694 3.451 -1.060
H -0.518 7.581 1.568
H 0.630 2.015 -1.475
C -2.799 1.364 7.150
H -0.877 -1.539 2.884
H -8.026 3.560 -0.092
C 5.602 -5.852 -1.743
C 0.623 -3.947 -4.326
C -7.036 3.182 0.160
H -0.454 -7.068 1.977
N -2.130 -2.071 -6.660
O -4.069 -0.654 0.220
H -6.261 3.646 -0.450
H 1.021 -5.984 0.529
*
```